# 1
Density functional theory data (the ωB97M-V functional and the def2-TZVPD basis) for a 2-piece molecular cluster, C6H6O overall.

Lowest unoccupied orbital energy = 0.768 eV
Total charge = 0
HOMO = -9.11 eV
Kohn-Sham gap = 9.881 eV
SMILES string = C#CC1=CC1.C=O
Maximum force = 0.6 eV Å⁻¹

Positions of all 13 atoms, in Å:
C (2.62525, 0.57234, -0.46457)
C (1.43580, 0.63136, -0.26925)
C (0.07162, 0.83116, 0.01057)
C (-1.06857, 0.50118, 0.53935)
C (-0.96138, 1.92061, 0.10080)
H (3.68371, 0.56356, -0.60851)
H (-1.68929, -0.23331, 1.02609)
H (-1.47901, 2.25516, -0.80055)
H (-0.82230, 2.69307, 0.85944)
C (-0.44153, -2.43398, -0.10645)
O (-1.55455, -2.32753, 0.34681)
H (0.16978, -3.33472, 0.07923)
H (0.03045, -1.63889, -0.71296)


# 2
Density functional theory data (the ωB97M-V functional and the def2-TZVPD basis) for one molecule with the formula C6H6O.

Lowest unoccupied orbital energy = 0.015 eV
Total charge = 0
HOMO = -9.04 eV
Kohn-Sham gap = 9.053 eV
SMILES string = O=CC1=CC=CC1
Maximum force = 6.4 eV Å⁻¹

Positions of all 13 atoms, in Å:
O (-2.83583, -0.42401, 0.14880)
C (-2.11628, 0.50304, -0.18663)
C (-0.61012, 0.30410, -0.13177)
C (0.46819, 1.08232, 0.01884)
C (1.72336, 0.40689, 0.03903)
C (1.40427, -0.89071, -0.07073)
C (-0.04669, -1.03178, -0.08464)
H (-2.30410, 1.67068, -0.36990)
H (0.60685, 2.25334, 0.32964)
H (2.66780, 0.87510, -0.05589)
H (2.05949, -1.62810, -0.01065)
H (-0.36256, -1.18803, 1.12916)
H (-0.65438, -1.93286, -0.75528)


# 3
Density functional theory data (the ωB97M-V functional and the def2-TZVPD basis) for one molecule with the formula C6H6O.

Lowest unoccupied orbital energy (spin up / spin down) = -1.167 / -0.934 eV
Total charge = 0
HOMO (spin up / spin down) = -6.62 / -7.19 eV
Kohn-Sham gap (spin up / spin down) = 5.448 / 6.252 eV
Maximum force = 1.4 eV Å⁻¹

Positions of all 13 atoms, in Å:
C (2.29019, -1.11787, 0.71056)
C (1.81598, 0.12125, 0.49689)
C (0.39959, 0.20190, 0.32519)
C (-0.53714, 1.17532, 0.63651)
C (-1.81443, 0.92393, -0.04375)
O (-1.61240, -0.33702, -0.72022)
C (-0.39566, -0.69889, -0.46372)
H (3.36128, -1.32015, 0.71799)
H (-0.33387, 2.08106, 1.19049)
H (-2.71643, 0.80795, 0.56038)
H (-2.00402, 1.66432, -0.82538)
H (-0.08128, -1.64633, -0.89916)
H (1.68035, -2.03176, 0.87794)


# 4
Density functional theory data (the ωB97M-V functional and the def2-TZVPD basis) for a 2-piece molecular cluster, C6H6O overall.

Lowest unoccupied orbital energy (spin up / spin down) = 0.598 / -2.235 eV
Total charge = 0
HOMO (spin up / spin down) = -7.21 / -9.94 eV
Kohn-Sham gap (spin up / spin down) = 7.803 / 7.709 eV
Maximum force = 3.3 eV Å⁻¹
<S²> = 2.018
Spin multiplicity = 3

Positions of all 13 atoms, in Å:
C (2.79921, -0.57977, 0.42061)
C (1.85483, -1.13221, -0.06669)
C (-1.66324, 1.93882, -0.08738)
C (-0.70808, 1.70954, -0.91029)
C (-2.40021, 1.64569, 0.97771)
C (0.78187, -1.98552, -0.48870)
O (0.07377, 1.73967, -1.77552)
H (3.35804, 0.32850, 0.71542)
H (-2.23031, 0.56325, 1.34853)
H (-3.24741, 2.17848, 1.49118)
H (0.67282, -3.01173, -0.00253)
H (0.82576, -1.92539, -1.58406)
H (-0.11706, -1.46933, -0.03829)


# 5
Density functional theory data (the ωB97M-V functional and the def2-TZVPD basis) for C6H6O2 as an isolated structure.

Lowest unoccupied orbital energy = 0.671 eV
Total charge = 0
HOMO = -9.31 eV
Kohn-Sham gap = 9.985 eV
Maximum force = 9.0 eV Å⁻¹

Positions of all 14 atoms, in Å:
C (1.91660, -0.29036, -0.61725)
C (0.44359, 0.05399, -0.27009)
C (-1.38216, -0.66162, 0.67977)
C (-1.37698, 0.83525, 0.84739)
C (-0.07704, 1.35323, 0.56855)
C (-0.98724, -0.44300, -0.89927)
H (1.95691, -1.27080, -0.93975)
H (2.28771, -0.39510, 0.46268)
H (2.67604, 0.33687, -1.47906)
H (-1.98015, -1.50089, 0.95719)
H (-2.10062, 1.16373, 1.42426)
H (0.33815, 2.33650, 0.59750)
O (0.07071, -0.95531, 0.57127)
O (-1.78551, -0.56250, -1.90317)


# 6
Density functional theory data (the ωB97M-V functional and the def2-TZVPD basis) for one molecule with the formula C6H6O2.

Lowest unoccupied orbital energy = 0.407 eV
Total charge = 0
HOMO = -8.87 eV
Kohn-Sham gap = 9.282 eV
SMILES string = C=C1OC(=C)[C@@H]2O[C@H]12
Maximum force = 9.7 eV Å⁻¹

Positions of all 14 atoms, in Å:
C (2.36258, -0.88322, 0.09011)
C (1.17386, -0.22553, -0.38370)
O (0.00128, -1.00659, -0.89627)
C (-1.09832, -0.43792, -0.32748)
C (-2.42812, -0.85941, -0.00822)
C (-0.71740, 0.93269, 0.18757)
O (-0.23380, 1.85927, -0.80775)
C (0.78231, 1.06627, -0.10411)
H (3.13562, 0.07415, -0.10728)
H (2.55918, -1.87840, 0.19301)
H (-2.90089, -1.92667, 0.05436)
H (-2.95871, 0.27279, 0.09177)
H (-1.05020, 1.33215, 1.33729)
H (1.37261, 1.68043, 0.68071)


# 7
Density functional theory data (the ωB97M-V functional and the def2-TZVPD basis) for one molecule with the formula C6H6O2.

Lowest unoccupied orbital energy = 0.709 eV
Total charge = 0
HOMO = -7.89 eV
Kohn-Sham gap = 8.597 eV
SMILES string = O/C=C\c1ccco1
Maximum force = 5.4 eV Å⁻¹

Positions of all 14 atoms, in Å:
O (2.28858, -1.15004, -0.00872)
C (2.39996, 0.20075, -0.00813)
C (1.35724, 0.90770, -0.26700)
C (-0.00849, 0.45217, -0.32583)
C (-1.28332, 0.96492, 0.02222)
C (-2.24043, -0.05863, -0.00121)
C (-1.52883, -1.21352, -0.07164)
O (-0.15746, -1.01796, -0.35284)
H (1.28403, -1.34184, -0.04956)
H (3.41799, 0.52773, 0.52223)
H (1.24971, 1.90500, -0.07026)
H (-1.55551, 2.09088, 0.22527)
H (-3.26534, -0.06537, -0.09261)
H (-1.95812, -2.20178, 0.47807)


# 8
Density functional theory data (the ωB97M-V functional and the def2-TZVPD basis) for C6H6O2 as an isolated structure.

Lowest unoccupied orbital energy = 0.028 eV
Total charge = 0
HOMO = -8.79 eV
Kohn-Sham gap = 8.818 eV
Maximum force = 5.4 eV Å⁻¹

Positions of all 14 atoms, in Å:
C (0.67290, -1.31211, 0.69233)
C (1.42439, -0.21530, -0.29546)
C (0.13003, 0.08876, -0.95825)
C (-1.07146, 1.28326, -0.83513)
C (-0.51122, 0.82530, 0.47150)
C (-0.75208, -0.57982, 1.18911)
H (1.88322, 0.77755, 0.22816)
H (2.09839, -0.99322, -0.89566)
H (-0.61715, -0.93228, -1.10244)
H (-0.84093, 2.54973, -1.35532)
H (-2.16828, 0.62679, -1.04223)
H (0.38561, 1.38522, 0.92154)
O (0.94783, -2.39899, 1.13815)
O (-1.58125, -1.10490, 1.84371)